{
  "formula": "C39H74NO6S6",
  "method": "wB97M-V/def2-TZVPD",
  "elements": ["C", "C", "C", "C", "N", "C", "C", "C", "C", "C", "H", "H", "H", "H", "H", "H", "H", "H", "H", "H", "H", "H", "H", "H", "H", "H", "H", "H", "H", "H", "C", "S", "O", "C", "H", "H", "H", "H", "H", "H", "C", "S", "O", "C", "H", "H", "H", "H", "H", "H", "C", "S", "O", "C", "H", "H", "H", "H", "H", "H", "C", "S", "O", "C", "H", "H", "H", "H", "H", "H", "C", "S", "O", "C", "H", "H", "H", "H", "H", "H", "C", "S", "O", "C", "H", "H", "H", "H", "H", "H", "C", "C", "C", "C", "C", "C", "H", "H", "H", "H", "H", "H", "C", "C", "C", "C", "C", "C", "H", "H", "H", "H", "H", "H", "C", "C", "C", "C", "C", "C", "H", "H", "H", "H", "H", "H"],
  "coordinates": [[0.822, -0.312, -3.329], [-0.139, -0.359, -2.127], [0.452, 0.350, -1.059], [-0.460, 0.281, 0.147], [-0.016, 1.136, 1.320], [1.350, 0.853, 1.814], [1.465, 1.113, 3.288], [-0.079, 1.255, 3.807], [-0.809, 0.748, 2.544], [-0.276, 2.611, 1.063], [1.177, 0.493, -3.761], [0.364, -0.821, -3.955], [1.533, -0.979, -3.036], [-0.488, -1.283, -1.829], [-1.232, 0.268, -2.572], [0.659, 1.301, -1.135], [1.280, -0.308, -0.854], [-0.631, -0.704, 0.445], [-1.577, 0.504, 0.077], [2.295, 1.331, 1.616], [1.721, -0.142, 1.557], [2.202, 1.802, 3.585], [2.012, 0.223, 3.785], [-0.096, 2.248, 3.757], [-0.478, 0.725, 4.691], [-1.678, 1.181, 2.385], [-0.761, -0.310, 2.710], [-1.332, 2.731, 0.855], [0.207, 3.013, 0.049], [-0.185, 3.237, 1.853], [-2.927, -1.920, -3.864], [-4.309, -0.739, -3.882], [-5.016, -0.905, -5.190], [-5.283, -1.690, -2.659], [-3.082, -2.906, -4.034], [-2.373, -1.680, -3.024], [-2.071, -1.777, -4.462], [-6.393, -1.407, -2.573], [-4.785, -1.738, -1.699], [-5.282, -2.517, -2.958], [-5.883, 0.023, 4.803], [-4.536, -0.960, 4.110], [-3.858, -0.159, 2.916], [-3.392, -0.343, 5.466], [-5.687, 0.775, 5.630], [-6.714, -0.648, 5.403], [-6.190, 0.443, 3.806], [-2.991, 0.604, 5.310], [-2.538, -0.986, 5.474], [-4.036, -0.441, 6.482], [-6.046, 2.284, -0.552], [-4.662, 1.489, 0.333], [-3.465, 2.154, -0.345], [-5.050, 2.407, 1.862], [-6.026, 3.371, -0.268], [-6.957, 1.984, -0.081], [-5.928, 1.929, -1.638], [-5.749, 2.091, 2.266], [-5.147, 3.569, 1.742], [-4.353, 2.058, 2.559], [3.059, -4.072, -1.276], [1.904, -4.985, -0.168], [2.469, -5.170, 1.256], [0.494, -3.916, -0.060], [2.614, -4.208, -2.364], [3.916, -4.659, -1.412], [3.461, -3.055, -0.703], [0.046, -4.411, 0.729], [-0.090, -3.797, -0.957], [0.611, -2.925, 0.268], [-2.818, -3.437, 2.608], [-3.524, -2.755, 1.070], [-2.462, -2.661, 0.017], [-4.496, -4.241, 0.755], [-3.531, -3.527, 3.316], [-2.167, -2.606, 2.845], [-2.349, -4.354, 2.418], [-5.104, -4.512, 1.610], [-3.928, -5.308, 0.370], [-5.419, -3.888, 0.072], [0.606, 6.624, 4.719], [1.941, 5.642, 5.574], [1.944, 4.366, 4.775], [3.235, 6.654, 5.005], [-0.571, 6.231, 4.997], [0.789, 6.310, 3.551], [0.642, 7.684, 5.087], [4.046, 6.105, 5.196], [3.311, 7.563, 5.680], [3.465, 6.783, 4.002], [5.049, 2.108, -3.746], [6.250, 3.001, -3.805], [6.563, 3.653, -2.547], [5.734, 3.441, -1.473], [4.512, 2.893, -1.443], [4.126, 2.090, -2.681], [4.754, 1.507, -4.412], [6.706, 3.054, -4.623], [7.420, 4.284, -2.731], [5.976, 3.912, -0.533], [3.927, 2.856, -0.594], [3.222, 1.524, -2.709], [1.821, -2.849, -6.710], [0.911, -1.546, -6.863], [-0.285, -1.715, -7.699], [-0.613, -3.023, -8.245], [0.124, -4.174, -8.114], [1.434, -4.047, -7.281], [2.707, -2.684, -6.288], [1.126, -0.710, -6.205], [-1.102, -1.060, -7.845], [-1.643, -2.989, -8.763], [-0.208, -5.130, -8.576], [1.993, -4.790, -7.067], [4.523, -2.180, 1.498], [4.246, -1.707, 2.937], [4.835, -0.568, 3.268], [5.624, 0.250, 2.293], [5.934, -0.177, 1.039], [5.253, -1.376, 0.614], [4.080, -3.198, 1.207], [3.636, -2.226, 3.508], [4.736, -0.128, 4.325], [5.922, 1.064, 2.778], [6.703, 0.303, 0.412], [5.340, -1.691, -0.533]],
  "forces_ev_per_a": [[-0.5436, -0.8043, 6.9037], [-3.8300, 5.0705, -5.5904], [-1.5274, -3.6303, 4.3468], [-1.9706, 1.3568, 0.5840], [0.9748, 0.5090, 0.6077], [2.8641, -0.9538, 0.5359], [-1.4726, -4.2913, 3.0098], [2.0747, -2.8286, -2.2939], [4.0568, -1.0694, 1.6466], [-0.5311, -1.0974, -5.1406], [1.4818, 4.5472, -1.2797], [-4.1909, -4.4572, -6.6209], [3.0678, -1.5042, 0.6419], [-0.4005, -2.2692, 0.2070], [2.9254, -1.7654, 1.5888], [1.7352, 4.8678, -1.4999], [1.2078, 0.4657, 0.6775], [0.7108, -1.9438, 1.1349], [1.4051, 0.7691, -0.9508], [-0.3875, 1.5183, -2.3572], [-1.1838, -0.5073, 0.0158], [-0.0576, 2.0926, 0.1709], [-1.2687, 0.6730, -0.8455], [-1.0843, 4.2296, 1.1936], [0.7374, 0.6198, -0.3091], [-4.7110, 1.2566, -0.3686], [-0.6306, -0.7240, -0.9554], [-0.4870, -0.5839, -0.3632], [-0.5010, -1.0756, 2.5989], [1.5222, 1.5292, 2.6871], [0.0800, 2.5448, -0.0083], [-0.1124, -0.6403, -0.9663], [0.1524, 0.2098, 0.6519], [-1.3748, 11.6066, 4.2509], [-1.4362, -3.1405, 0.1184], [0.3238, -0.2161, 2.8663], [0.4161, 1.3106, -2.2615], [1.8602, 0.3060, -0.1824], [0.1092, 0.5743, 0.3555], [-0.0140, -12.6091, -4.8153], [-2.5961, -0.4530, 0.9427], [3.4204, 3.2543, 0.0073], [-1.9611, -1.7360, 2.0119], [-2.5840, -3.1969, 2.3897], [0.4987, -0.5632, -1.6361], [1.8900, 1.2381, -2.2517], [-0.7737, 0.0585, 1.4190], [-0.2482, 1.9668, -0.6822], [0.4570, -0.7910, 0.3228], [1.9424, 0.2493, -2.2255], [0.7489, -0.1038, -0.5380], [-0.0962, 2.1264, -0.8522], [-0.5188, -0.8576, 1.1678], [10.9722, 6.7640, -6.9970], [0.5314, -0.8226, -1.2118], [-0.7973, -0.8312, -0.0663], [-0.4743, 1.1331, 1.5909], [-12.8141, -5.3441, 5.9280], [0.5846, -2.2984, 0.0434], [2.0075, 0.2859, 0.9075], [-0.9183, 1.8727, 0.4485], [1.5513, -1.1338, 0.5883], [-0.6831, 1.0581, -2.1668], [0.8383, 0.5069, -0.9947], [0.3973, 1.4351, 2.1964], [1.3485, -1.1446, 0.4487], [-1.5545, -2.1908, -2.2857], [-1.8030, -0.9992, 1.3025], [-0.3033, -0.8086, -0.4061], [1.0216, 1.4888, 0.6627], [1.7059, 2.2477, -2.7403], [-0.5260, -1.2126, -0.0462], [0.0249, 0.0048, 0.5350], [-1.7056, -1.8473, -2.6904], [-2.5044, -0.2583, 2.1980], [0.6896, -0.2213, 0.5718], [0.9736, -1.1600, -0.2833], [0.4094, 0.0135, 0.7586], [-1.4217, 3.4630, 0.8620], [2.4622, -1.0557, 0.6609], [-2.5029, -1.6467, -0.6646], [-2.3884, -0.4291, -1.3099], [0.2898, 0.2868, 0.4153], [-1.0147, 2.5920, 1.9950], [3.6044, 0.8199, -0.5995], [-0.4146, 1.4322, 2.8944], [0.1453, -0.8403, -1.0173], [3.4525, -2.3385, 1.7072], [-0.2247, -0.8603, -1.1336], [-1.0022, 0.8847, -2.3804], [2.0805, 5.5778, 5.9285], [-6.9500, -2.1082, 9.8332], [-0.1158, -1.7489, -5.4478], [0.7834, 2.2259, 2.2254], [-0.8480, -3.6721, -5.4866], [3.1215, 2.9428, 2.3333], [-1.4668, -4.2397, -5.9950], [4.1550, 0.6866, -6.4645], [0.1823, 0.2923, 1.4080], [0.5239, 0.2859, 0.1657], [-1.0923, 0.0680, 1.6670], [-0.3920, -0.3673, -0.1134], [-6.7015, 2.6863, -3.1915], [-1.1560, -4.5081, -1.8005], [3.3215, -2.1980, 2.3789], [-1.1934, 0.9806, -0.4753], [2.6097, 0.7434, 1.8878], [-6.2181, 5.8403, -2.4672], [3.4121, 0.2066, 2.0278], [-0.0099, 0.1476, -0.6086], [-0.1360, 1.3670, 0.1875], [1.8660, -0.5525, 0.6021], [0.4805, 0.8339, 0.6165], [3.7082, -5.5347, 0.8695], [-0.9808, 0.3559, 1.5045], [3.0474, 0.0433, -6.8232], [1.1985, 3.5734, 0.4146], [-2.0774, -4.4268, 1.0226], [-0.7435, -0.8140, -0.0691], [0.1266, -1.2842, -1.4612], [0.6913, 1.7824, 0.4080], [-2.5187, -2.6205, 2.7478], [0.0782, -0.6602, -1.7332], [1.9346, 3.6368, 1.1734], [-0.8668, -0.0388, 0.2103], [0.0188, 0.5139, 2.7430]],
  "charge": 1,
  "lumo_ev": -1.92,
  "orbital_gap_ev": 8.399,
  "relative_energy_ev": 4.210,
  "homo_energy_ev": -10.318
}